No. 1
Entry from OMol25: C36H29F3HfN3O6 as an isolated structure at a distorted geometry (the ωB97M-V functional and the def2-TZVPD basis).

Atoms and positions in Å:
Hf (-0.6217, 0.0479, 0.5769)
F (-6.0254, 7.9893, -0.4209)
F (-4.7464, 7.9962, -2.2369)
F (-6.5742, 6.6562, -2.0554)
O (0.8144, 0.5689, -1.0232)
O (-1.0184, -1.3813, 2.0801)
O (-2.1082, -0.8285, -0.7093)
O (2.8360, -1.4379, 2.4698)
O (-0.3089, -2.0395, -0.2943)
O (-0.4132, 0.5790, 2.9473)
N (1.6076, -0.1237, 1.0048)
N (3.7705, -0.4365, 0.5411)
N (0.7121, -1.9712, 4.6817)
C (-4.6540, 6.1529, -0.8214)
C (-1.6640, 1.8662, 0.5023)
C (-1.6993, -2.4872, 4.5956)
C (4.2164, 3.2858, -2.6539)
C (2.5584, -2.0444, -1.9942)
C (2.8146, -0.7737, 1.4404)
C (-3.9211, -4.0486, -2.6476)
C (-2.2994, -5.5133, -1.6392)
C (-0.9099, -3.8069, 4.7573)
C (-2.5861, 4.9556, -0.5702)
C (3.9104, 1.4380, -1.0856)
C (-0.7271, -0.6258, 3.1201)
C (-2.3976, 2.8279, 0.4769)
C (-3.2153, 3.9208, 0.1331)
C (4.4930, 4.1554, -1.6036)
C (0.4941, -3.4158, 5.1761)
C (3.2972, 0.1005, -0.7360)
C (3.8359, -2.8282, -3.9033)
C (1.8290, 0.2950, -0.2604)
C (-0.6679, -1.3423, 4.4422)
C (-5.2842, 5.1769, -0.0062)
C (4.5552, -0.8585, -2.6952)
C (4.7558, 3.6583, -0.3230)
C (3.8718, 1.9527, -2.4024)
C (4.4370, 2.3252, -0.0635)
C (-4.5323, 4.0554, 0.4089)
C (2.7649, -2.9676, -3.0159)
C (-5.5076, 7.2030, -1.3874)
C (3.4562, -0.9805, -1.8395)
C (-1.5199, -1.9898, -0.7109)
C (-2.1691, -3.1480, -1.2787)
C (-3.2864, 6.0389, -1.0737)
C (-1.6974, -4.4247, -1.0019)
C (-3.4074, -5.3209, -2.4674)
C (4.7835, -1.8199, -3.7094)
C (-3.2913, -2.9372, -2.0903)
H (5.3001, -0.0732, -2.6186)
H (-1.3642, -4.4434, 5.5053)
H (1.2761, -1.9766, 3.7829)
H (-2.3512, -2.2615, 5.4819)
H (-5.0084, 3.1964, 0.9094)
H (-2.3131, -2.5049, 3.7145)
H (-0.8959, -4.3405, 3.8005)
H (5.1463, 4.3206, 0.4772)
H (4.2137, 3.6721, -3.6579)
H (-1.9409, -6.5229, -1.4264)
H (-2.7696, 6.7681, -1.6754)
H (-0.8569, -0.6455, 5.2384)
H (-3.6694, -1.9344, -2.2517)
H (-1.5431, 4.9419, -0.8370)
H (3.5923, 1.2971, -3.2310)
H (1.6702, -2.1928, -1.4030)
H (5.7410, -1.8718, -4.2053)
H (-6.3677, 5.2779, 0.2039)
H (-3.8825, -6.1600, -3.0008)
H (4.5816, 5.2467, -1.7877)
H (4.7202, -0.7666, 0.6238)
H (-0.8857, -4.5592, -0.2917)
H (-4.7631, -3.9438, -3.3528)
H (4.5993, 1.8920, 0.9076)
H (2.0620, -3.7894, -3.1298)
H (0.5766, -3.3730, 6.2746)
H (1.2939, -4.0134, 4.6853)
H (4.0126, -3.5345, -4.7098)
H (1.2655, -1.3994, 5.3396)

Forces on atoms 1 to 6 (eV/Å):
1.3 -1.0 -0.8
0.1 0.0 -0.6
-1.6 -0.7 0.7
1.1 0.9 0.2
1.3 0.1 1.8
-0.1 0.8 2.2

## Properties
- highest occupied orbital energy (eV) = -10.89
- LUMO energy (eV) = -2.70
- F_max (eV/Å) = 2.9
- charge = +1
- ΔE to the lowest compared entry with this formula, charge and spin (eV) = 0.000


No. 2
Entry from OMol25: C26H52O27S3 as an isolated structure at a distorted geometry (the ωB97M-V functional and the def2-TZVPD basis).

Atoms and positions in Å:
S (-4.7645, -6.8793, 1.2754)
S (7.3193, -3.3196, 3.4370)
S (-1.5548, 8.1788, 7.1885)
O (-7.7983, 1.3004, 10.6712)
O (2.1298, 2.0746, -9.5986)
O (-4.5467, -5.8167, 2.2536)
O (-0.3533, -5.3030, -9.0632)
O (-2.4463, 9.1936, 7.7179)
O (-6.3385, -7.4196, 1.3799)
O (-4.9321, -6.3392, -0.2891)
O (-1.9253, -5.7275, -10.6528)
O (8.0142, 4.6978, -2.4837)
O (-1.9790, 0.7321, 2.3331)
O (-2.6953, -5.3004, -8.6826)
O (0.3162, 1.1707, -8.6646)
O (-3.9047, -8.0821, 1.2697)
O (6.7284, -3.3694, 4.9550)
O (-2.3840, 7.0178, 6.3115)
O (-0.7660, 7.4542, 8.1793)
O (-0.4726, -1.0290, 2.7839)
O (-9.0000, 1.9644, 8.8791)
O (-0.8570, -0.3202, 0.6488)
O (-0.6374, 8.6051, 5.8223)
O (6.3203, -3.0239, 2.4003)
O (8.1304, -4.5158, 3.2344)
O (8.3920, -2.0694, 3.7008)
O (9.0973, 4.4858, -4.4841)
O (9.7891, 5.8004, -2.6746)
O (2.3702, 1.0571, -7.5256)
O (-9.9142, 2.0818, 10.7847)
C (-6.6764, -7.9163, 0.0891)
C (-0.9855, -5.9067, -11.7031)
C (-0.5036, -7.3150, -11.9342)
C (10.9755, 6.3723, -3.2742)
C (-1.2104, -0.1752, 1.9877)
C (-0.9199, 1.7698, -6.7259)
C (0.1863, -1.9667, 4.8289)
C (-1.5570, -5.4245, -9.4059)
C (-11.4742, 2.5544, 12.5289)
C (-0.6275, -0.8514, 4.1735)
C (8.3779, -1.7005, 5.0705)
C (-0.7373, 7.8099, 4.7021)
C (-2.6714, -5.1789, -7.2824)
C (-0.4308, 0.6557, -7.6117)
C (-7.9751, 1.6547, 7.9637)
C (0.1863, -1.1323, 0.2333)
C (7.7103, -2.8665, 5.7996)
C (3.4224, 2.6722, -9.6719)
C (8.9604, 4.9949, -3.3489)
C (-8.7742, 1.7586, 10.1579)
C (-1.5882, 6.6523, 5.2615)
C (6.9159, 3.9040, -2.9513)
C (1.6702, 1.4193, -8.4809)
C (-5.9927, -7.0719, -0.9843)
C (-10.1211, 1.9531, 12.1320)
C (12.2434, 5.6329, -2.9911)
H (-1.5499, -5.5259, -12.5544)
H (1.1386, -0.7737, 0.6239)
H (0.4692, -7.2611, -12.4230)
H (-3.6908, -5.3409, -6.9321)
H (6.2700, 3.7676, -2.0839)
H (0.3511, -1.5924, 5.8393)
H (7.1134, 2.9405, -3.4211)
H (13.0148, 5.9495, -3.6931)
H (-7.9309, 0.6046, 7.6748)
H (-0.2608, -7.7586, -10.9686)
H (7.2806, -2.3759, 6.6730)
H (-1.6575, -1.0275, 4.4835)
H (-2.4144, -4.1667, -6.9702)
H (-1.2577, 8.3897, 3.9397)
H (6.3067, 4.4285, -3.6874)
H (-6.4059, -8.9722, 0.0886)
H (-2.1656, 6.1274, 4.5005)
H (-9.4275, 2.5398, 12.7343)
H (12.0883, 4.5562, -3.0608)
H (-8.0752, 2.2361, 7.0472)
H (-1.4250, 1.3467, -5.8576)
H (-1.5822, 2.5373, -7.1264)
H (-12.2925, 2.0513, 12.0138)
H (9.3601, -1.4751, 5.4861)
H (-0.1085, 2.2922, -6.2192)
H (-11.7578, 2.3462, 13.5605)
H (-1.2917, -7.8909, -12.4193)
H (-1.3433, 0.1645, -7.9494)
H (8.4548, -3.6338, 6.0116)
H (0.1455, -0.0885, -7.0619)
H (12.6514, 5.8351, -2.0008)
H (-11.6369, 3.6290, 12.4455)
H (-2.0973, -5.8991, -6.6994)
H (-0.9280, 5.9135, 5.7159)
H (-6.7552, -6.4388, -1.4379)
H (1.1663, -2.0171, 4.3544)
H (-9.8547, 0.9363, 12.4205)
H (-0.1364, -2.0813, 0.6615)
H (4.1758, 2.0983, -9.1323)
H (10.7363, 6.5276, -4.3262)
H (7.8425, -0.7539, 5.1441)
H (-0.1006, -5.2883, -11.5527)
H (3.7819, 2.8661, -10.6824)
H (-0.3386, 0.1149, 4.5869)
H (-5.5368, -7.7511, -1.7047)
H (3.5399, 3.6866, -9.2907)
H (0.2025, 7.3613, 4.3803)
H (0.1706, -1.2769, -0.8470)
H (11.0962, 7.4026, -2.9397)
H (-0.3647, -2.9027, 4.7371)
H (-6.9552, 1.8697, 8.2824)
H (-7.7556, -7.8246, -0.0338)

Forces on atoms 1 to 6 (eV/Å):
0.1 -1.6 0.6
0.8 -1.5 -2.2
-0.2 -1.9 0.5
0.6 0.0 0.2
-1.2 -0.1 0.5
-0.5 -2.0 -2.5

## Properties
- highest occupied orbital energy (eV) = -10.67
- LUMO energy (eV) = 0.32
- F_max (eV/Å) = 4.2
- ΔE to the lowest compared entry with this formula, charge and spin (eV) = 3.889


No. 3
Entry from OMol25: a 2-piece molecular cluster, C8H14Cl2N2O3 overall at a distorted geometry (the ωB97M-V functional and the def2-TZVPD basis).

Atoms and positions in Å:
Cl (1.6715, 0.0748, 2.2210)
Cl (-0.7849, 0.1814, 0.3001)
O (3.2529, 3.1208, 1.0928)
O (-2.9644, -4.3066, -2.5589)
O (1.6917, 3.5599, 2.5722)
N (-2.1418, -3.9096, -0.4707)
N (2.9384, 4.4189, -0.9261)
C (-2.5459, -5.2160, 0.0177)
C (3.1725, 3.0963, -0.3300)
C (-2.4060, -3.5852, -1.7568)
C (1.2172, 1.5897, 1.4298)
C (0.1727, 1.6497, 0.6112)
C (-0.2677, 2.9680, -0.0585)
C (2.0679, 2.8359, 1.7201)
C (-1.4700, -2.9965, 0.4322)
H (0.0383, 3.8388, 0.5602)
H (-2.2673, -5.3302, 1.0635)
H (-1.3779, 2.9761, -0.0565)
H (1.9997, 4.7667, -0.7183)
H (-2.0591, -2.5729, -2.0272)
H (-1.2294, -2.0615, -0.0733)
H (-2.0610, -5.9914, -0.5778)
H (-0.5456, -3.4560, 0.7900)
H (2.4286, 2.3773, -0.7385)
H (-2.1219, -2.7846, 1.2832)
H (0.1431, 3.0786, -1.0795)
H (2.9111, 4.2471, -1.9356)
H (-3.6267, -5.3240, -0.0878)
H (4.1639, 2.7545, -0.6986)

Forces on atoms 1 to 6 (eV/Å):
0.1 1.2 -0.4
0.6 1.5 0.1
-1.2 -0.7 -0.8
0.0 -0.1 0.1
-0.4 0.8 1.2
0.1 0.2 -0.1

## Properties
- highest occupied orbital energy (eV) = -9.33
- LUMO energy (eV) = 0.22
- SMILES string = C/C(Cl)=C(/Cl)C(=O)OCN.CN(C)C=O
- F_max (eV/Å) = 1.7


No. 4
Entry from OMol25: C16H10BrF5ORh as an isolated structure at a distorted geometry (the ωB97M-V functional and the def2-TZVPD basis).

Atoms and positions in Å:
Rh (-0.4806, -1.3388, -0.5929)
Br (1.6302, -2.8892, -0.7104)
F (0.4289, 2.9632, 1.9956)
F (-1.1509, -1.5698, 2.1583)
F (-0.8034, 3.4632, 4.3872)
F (-2.3592, -1.0523, 4.5279)
F (-2.1726, 1.4452, 5.6481)
O (0.1777, 0.4178, 0.8261)
C (-1.6438, -0.0818, 3.9160)
C (-0.6732, -1.4452, -2.6205)
C (-0.3308, 0.6773, 1.9752)
C (-0.2415, 1.9680, 2.6173)
C (3.0512, 1.0689, -0.9396)
C (2.6964, -0.1748, -2.8588)
C (-2.2888, -2.0640, -1.0778)
C (-1.2766, -0.2472, -2.0981)
C (-2.2638, -0.6239, -1.1114)
C (-1.0366, -0.3289, 2.7074)
C (1.8094, 0.9360, -2.8832)
C (2.0156, 1.7036, -1.6950)
C (-1.5582, 1.2020, 4.4774)
C (-0.8480, 2.2271, 3.8325)
C (3.4820, -0.0830, -1.6730)
C (-1.2969, -2.5612, -1.9828)
H (-2.9690, -0.0243, -0.5496)
H (0.1406, -1.5169, -3.3463)
H (2.7718, -0.9711, -3.5897)
H (1.1267, 1.1930, -3.6784)
H (-2.9378, -2.6474, -0.4502)
H (4.2355, -0.7955, -1.3489)
H (1.4883, 2.6131, -1.3966)
H (3.3887, 1.3667, 0.0566)
H (-1.0666, -3.6062, -2.1417)
H (-1.0449, 0.7765, -2.3805)

Forces on atoms 1 to 6 (eV/Å):
9.0 1.3 8.1
0.1 -0.2 0.2
-0.1 -0.2 0.1
0.1 0.5 0.3
0.0 -0.5 -0.2
0.3 0.4 0.0

## Properties
- highest occupied orbital energy (alpha / beta) (eV) = -3.11 / -4.73
- spin multiplicity = 5
- LUMO energy (alpha / beta) (eV) = 3.02 / 1.20
- F_max (eV/Å) = 12.2
- charge = -1


Q: Look up the F_max of the third one.
A: 1.7 eV/Å


Q: Number 4 is which compound?
A: C16H10BrF5ORh


Q: What is the F_max in the second record?
A: 4.2 eV/Å